(1)
A cluster of 7 separate species, C28H48N3O20P in total, computed with ωB97M-V with the def2-TZVPD basis set.

XYZ file:
```
100
Properties=species:S:1:pos:R:3:forces:R:3
N 0.4069 3.9220 2.4080 -0.119 -1.338 0.354
P 0.6983 2.3407 2.4253 -0.974 1.989 0.069
C 0.3683 1.4947 0.7104 -1.431 1.283 0.786
C -0.9986 0.6766 0.9233 -0.278 -0.617 0.233
C -0.8422 -0.8670 1.2924 0.030 -0.411 -0.121
C 0.0030 -1.2007 2.6049 -0.305 -0.893 0.906
N 1.2758 -1.9548 2.3386 -0.799 0.422 -0.306
C 0.0634 2.6538 -0.3482 -0.028 0.049 -1.402
C 1.3305 3.3382 -1.0340 0.241 -0.021 0.132
C 2.4163 3.9708 -0.0466 0.523 0.928 -2.002
C 3.7214 4.3266 -0.9631 0.186 -0.919 0.355
C 5.0113 3.9627 -0.0865 -1.036 -0.116 0.349
N 6.3086 4.0432 -0.8307 0.069 -0.075 1.700
O 1.5413 0.6862 0.4425 -1.215 -0.610 -2.605
C 1.5071 0.0491 -0.8181 1.830 -3.642 -0.006
O 1.9936 -1.1068 -0.9245 -1.691 4.398 0.515
H -0.3436 4.1109 3.0901 0.533 0.022 -0.490
H 2.0304 1.9990 2.8369 -0.496 -0.301 -0.417
H -0.2021 1.7734 3.3965 0.835 -0.367 -0.610
H -1.6790 0.7465 -0.0019 1.128 0.014 1.298
H -1.5727 1.1730 1.7959 0.783 -0.645 -1.494
H -1.9081 -1.2930 1.4094 1.733 0.720 -0.147
H -0.3689 -1.4807 0.4344 -0.717 1.106 1.214
H 0.2402 -0.3148 3.2813 -0.656 -0.733 -1.047
H -0.6454 -1.9168 3.2411 0.944 1.206 -0.903
H 1.7815 -1.5778 1.5276 -0.124 -0.064 0.732
H 1.8541 -1.9931 3.1849 -0.237 0.163 -0.736
H -0.6271 3.4843 0.0506 1.191 -1.536 -0.051
H -0.5449 2.1596 -1.2008 0.892 0.701 1.280
H 0.9517 4.1823 -1.7190 0.506 -1.259 1.034
H 1.8812 2.6065 -1.7392 -0.928 0.966 1.164
H 2.0072 4.9671 0.3266 0.534 -1.682 0.121
H 2.7985 3.2770 0.7710 -0.922 0.885 -0.881
H 3.7618 3.6466 -1.8952 -0.125 1.047 1.370
H 3.7020 5.4106 -1.3418 0.179 -1.555 0.744
H 4.8877 2.8793 0.2986 -0.052 1.616 -0.654
H 4.9717 4.6237 0.8554 0.235 -0.821 -1.249
H 6.8092 3.1668 -0.5821 -0.241 0.964 -0.457
H 6.8566 4.7892 -0.3573 -0.262 -0.658 -0.757
H 1.1055 0.5520 -1.7751 0.288 -0.200 1.928
O -2.4238 -3.7201 1.3065 0.489 -0.503 -0.738
C -1.7029 -4.2323 0.4886 -0.371 0.318 0.640
O -0.7066 -5.1065 0.7848 -0.630 0.551 -0.036
C -0.2481 -5.6524 -0.4461 0.509 -0.683 -0.138
C -0.6363 -4.6052 -1.4444 0.426 0.065 -0.948
O -1.7824 -4.0088 -0.8504 -0.210 -0.046 0.792
H 0.8289 -5.8232 -0.4182 -0.123 0.079 0.209
H -0.7549 -6.6060 -0.6203 -0.017 0.081 0.009
H 0.1354 -3.8401 -1.5708 -0.054 -0.020 0.084
H -0.8793 -5.0283 -2.4205 -0.200 0.131 0.114
O 8.4769 6.0761 1.4139 -0.247 -0.562 0.524
C 8.2756 5.2313 2.2396 0.193 0.560 -0.567
O 7.8839 5.4845 3.5170 0.252 -0.043 -0.621
C 7.5338 4.2375 4.1023 -0.468 -0.161 0.762
C 8.3079 3.2511 3.2811 0.204 -0.827 0.201
O 8.4103 3.8963 2.0183 -0.118 0.622 0.054
H 7.8111 4.2117 5.1569 -0.002 0.209 -0.127
H 6.4524 4.0977 4.0160 0.066 0.022 -0.028
H 9.3146 3.0783 3.6724 -0.055 0.045 -0.036
H 7.7950 2.2929 3.1877 0.073 0.121 -0.192
O 3.3158 8.8943 3.7237 0.750 0.058 -0.509
C 4.3062 8.9614 3.0556 -0.890 -0.073 0.632
O 4.3125 9.1035 1.7012 0.006 -0.115 0.538
C 5.6539 9.3710 1.3145 0.243 0.278 -0.738
C 6.4520 8.7878 2.4407 0.839 -0.303 0.005
O 5.5725 8.9042 3.5517 -0.567 0.131 -0.192
H 5.8827 8.9040 0.3555 -0.203 0.006 0.084
H 5.7865 10.4532 1.2232 -0.023 -0.050 0.032
H 6.6865 7.7316 2.2844 0.010 0.110 -0.012
H 7.3794 9.3333 2.6208 -0.135 -0.071 0.163
O -3.1238 -6.0115 -4.1536 -0.540 0.180 0.539
C -4.0305 -5.7166 -3.4256 0.469 -0.033 -0.493
O -4.8740 -4.6691 -3.6337 0.707 -0.641 0.055
C -5.9312 -4.7926 -2.6888 -1.033 0.603 -0.066
C -5.3155 -5.6073 -1.5971 -0.322 -0.096 0.885
O -4.3463 -6.3878 -2.2829 0.274 0.256 -0.629
H -6.2586 -3.8120 -2.3421 0.242 -0.014 -0.174
H -6.7730 -5.3005 -3.1651 0.231 0.093 0.148
H -4.8072 -4.9904 -0.8496 0.072 -0.009 -0.108
H -6.0433 -6.2462 -1.0942 0.154 -0.123 -0.160
O -7.8459 -7.1097 -3.1714 -0.044 -0.493 -0.737
C -7.7640 -7.6274 -4.2496 -0.072 0.203 0.675
O -8.6406 -7.4220 -5.2685 0.355 -0.088 0.568
C -8.0804 -8.0217 -6.4294 -0.237 0.111 -0.842
C -7.1556 -9.0551 -5.8614 0.362 -0.691 -0.419
O -6.7822 -8.4958 -4.6095 -0.433 0.505 0.235
H -8.8596 -8.4579 -7.0559 -0.055 0.148 0.185
H -7.5511 -7.2554 -7.0027 -0.012 -0.040 0.070
H -7.6543 -10.0128 -5.6863 0.009 0.076 0.019
H -6.2796 -9.2216 -6.4896 0.025 0.059 0.241
O -5.7345 -0.1883 -1.1086 -0.154 -0.662 0.637
C -5.9370 -1.0313 -0.2844 0.216 0.846 -0.712
O -6.3415 -0.7789 0.9919 0.229 -0.143 -0.545
C -6.6871 -2.0278 1.5774 -0.457 -0.079 0.673
C -5.8998 -3.0082 0.7635 0.359 -0.887 0.347
O -5.7911 -2.3683 -0.5005 -0.183 0.607 0.078
H -6.4172 -2.0501 2.6341 0.017 0.189 -0.130
H -7.7669 -2.1766 1.4837 0.053 0.033 -0.024
H -4.8946 -3.1720 1.1633 -0.034 0.023 -0.053
H -6.4055 -3.9708 0.6696 0.029 0.114 -0.172
```
Positions in Å, forces in eV/Å.

SMILES: N=[PH2][C@@](CCCN)(CCCCCN)OC=O.O=C1OCCO1.O=C1OCCO1.O=C1OCCO1.O=C1OCCO1.O=C1OCCO1.O=C1OCCO1
Total charge: 0

=====

(2)
A structure of composition C45H59F6InN3OP2SSi, computed with ωB97M-V with the def2-TZVPD basis set.

XYZ file:
```
119
Properties=species:S:1:pos:R:3:forces:R:3
In 0.6173 1.4643 1.3248 -2.115 -1.917 -0.121
C -3.3279 -3.5031 0.2449 -0.553 -0.283 -0.332
Si -1.7842 -2.5572 0.0189 1.297 1.197 0.586
C -0.3013 -3.7649 0.1905 0.685 0.071 -0.225
C -0.6518 -5.1341 0.2106 -0.921 0.479 0.196
C 0.2625 -6.1632 0.3178 -0.499 -0.238 -0.213
C 1.5902 -5.8483 0.3931 0.702 0.003 0.191
C 1.9974 -4.5277 0.3953 -0.596 0.030 -0.429
C 1.1086 -3.4600 0.2538 -0.656 -1.216 0.210
P 1.8525 -1.7959 0.2817 1.054 0.839 0.219
C 3.1494 -1.9792 1.7080 -0.895 -1.766 -0.565
C 4.0831 -0.7911 1.8482 -0.013 0.707 -0.656
C 4.4073 -0.5147 3.3160 -0.753 -0.262 0.344
C 4.6713 -1.8232 4.0666 1.417 0.334 0.023
C 3.4557 -2.7206 4.1368 -0.308 -0.464 -0.546
C 2.4479 -2.3909 3.0227 -0.334 0.180 -0.341
C 3.0219 -1.7282 -1.2483 -0.813 0.554 0.476
C 4.2209 -2.6660 -1.4550 -0.462 0.448 0.173
C 3.9152 -3.8831 -2.3192 0.483 -0.986 0.483
C 3.2079 -3.5733 -3.6453 -0.287 0.330 1.045
C 1.8770 -2.8448 -3.3220 0.415 0.122 -0.373
C 2.0731 -1.5813 -2.4631 -0.083 0.402 -0.495
C -1.8636 -1.7322 -1.7006 0.156 2.160 1.170
C -1.8609 -2.6262 -2.7302 0.424 -0.519 -1.191
C -1.9712 -2.2235 -4.0719 -0.024 -0.697 0.468
C -2.1609 -0.8933 -4.3846 -0.292 -0.370 -0.994
C -2.1866 0.0468 -3.3718 -0.286 0.181 -0.008
C -1.9861 -0.3327 -2.0377 -0.398 0.271 -0.721
P -1.7543 1.1120 -0.9262 0.359 0.229 1.113
C -3.4712 1.7461 -0.5145 0.200 -0.121 0.626
C -3.8087 1.2080 0.9028 -0.125 0.217 0.065
C -5.1459 1.8017 1.4267 0.402 -0.196 -0.224
C -6.0338 2.3535 0.3072 -0.734 0.108 0.242
C -5.9857 1.4373 -0.8987 -0.099 0.133 0.010
C -4.5696 1.4114 -1.5043 -0.723 0.019 -1.073
C -0.9225 2.5185 -1.8812 0.714 -0.128 -0.176
C -1.7609 3.4771 -2.7511 -0.447 -0.260 -0.145
C -1.0096 3.9491 -3.9912 0.026 0.865 -0.570
C 0.4186 4.3622 -3.6198 -0.124 0.629 -0.593
C 1.2272 3.2268 -3.0303 0.888 -0.779 0.294
C 0.3411 2.0238 -2.6747 -0.993 -0.195 0.408
H -3.4635 -4.2734 -0.5293 -0.116 0.273 0.226
H -3.3628 -3.9611 1.2256 0.004 -0.192 0.227
H -4.1431 -2.7782 0.1896 -0.116 -0.101 -0.100
H -1.7077 -5.4472 0.1943 0.494 0.419 -0.086
H -0.1019 -7.1892 0.3148 0.214 0.152 0.057
H 2.3458 -6.6081 0.4638 0.181 -0.370 0.041
H 3.0473 -4.3175 0.4337 0.315 -0.024 0.127
H 3.7390 -2.8749 1.4393 0.080 0.361 0.037
H 5.0191 -0.9732 1.2689 -0.499 0.066 0.351
H 3.5981 0.0867 1.3694 0.348 -0.207 0.407
H 5.2788 0.1016 3.4039 0.499 0.553 -0.029
H 3.5742 0.0226 3.7990 0.195 -0.091 -0.223
H 5.5133 -2.3175 3.5203 -0.515 0.090 0.384
H 5.0681 -1.5921 5.0784 -0.235 -0.172 -0.503
H 3.7512 -3.7805 4.0841 0.004 0.223 -0.132
H 2.9579 -2.6215 5.0859 -0.266 0.182 0.479
H 1.8127 -3.2644 2.8325 0.127 0.090 0.022
H 1.7437 -1.6118 3.3288 0.142 0.080 0.136
H 3.4371 -0.7135 -1.0985 -0.138 -0.321 0.185
H 5.0109 -2.0767 -1.9644 -0.198 -0.282 0.281
H 4.5939 -2.9511 -0.4511 0.129 -0.001 -0.601
H 4.8927 -4.3354 -2.5198 -0.054 -0.183 -0.173
H 3.3655 -4.6714 -1.7349 0.188 0.850 -0.636
H 3.8824 -2.9781 -4.2852 -0.352 -0.083 0.117
H 3.0113 -4.5330 -4.1195 -0.055 0.062 -0.352
H 1.3611 -2.5487 -4.2494 0.066 -0.150 0.258
H 1.2207 -3.5503 -2.8003 0.046 0.014 0.021
H 2.4637 -0.7520 -3.1085 -0.323 -0.628 0.295
H 1.0692 -1.2497 -2.0972 0.673 -0.072 -0.351
H -1.6453 -3.6673 -2.4959 -0.275 -0.093 -0.219
H -1.9426 -3.0000 -4.8310 0.020 0.221 -0.083
H -2.3450 -0.6210 -5.4370 0.206 0.009 0.594
H -2.4320 1.1011 -3.6292 0.436 -0.930 0.291
H -3.4117 2.8499 -0.4417 0.312 -0.437 0.009
H -3.8526 0.1115 0.8814 -0.032 0.088 -0.127
H -3.0188 1.4574 1.6298 -0.095 -0.120 -0.496
H -5.6738 1.0326 2.0181 0.061 0.354 -0.238
H -4.8899 2.6182 2.0862 -0.051 0.203 0.436
H -7.0770 2.3806 0.6651 0.281 0.256 -0.028
H -5.7588 3.3952 0.0283 -0.043 -0.607 0.164
H -6.2880 0.4340 -0.5714 0.166 0.023 0.010
H -6.7455 1.7342 -1.6346 0.273 -0.012 -0.036
H -4.4582 0.4134 -1.9590 0.307 0.363 0.064
H -4.5200 2.1620 -2.3281 -0.082 -0.574 0.342
H -0.5034 3.1146 -1.0341 -0.400 -0.475 -0.341
H -2.6923 2.9770 -3.0366 0.006 0.264 -0.102
H -2.0510 4.3670 -2.1856 0.021 -0.129 0.170
H -1.0121 3.2067 -4.8078 0.102 0.033 0.383
H -1.4896 4.8519 -4.4316 0.002 -0.556 0.291
H 0.9392 4.7341 -4.5121 -0.175 0.050 0.078
H 0.3822 5.2184 -2.9337 -0.156 -0.197 0.007
H 1.9815 2.9014 -3.7773 -0.228 0.069 0.446
H 1.7895 3.5858 -2.1371 -0.417 -0.365 -0.523
H 0.0135 1.4824 -3.5987 0.384 0.357 0.700
H 0.8380 1.2975 -2.0143 0.206 0.102 -0.327
F -1.7844 -1.4822 1.2621 0.080 -0.749 -0.963
S 2.5407 3.8472 4.6496 1.231 2.138 1.190
C 1.7404 2.7196 3.9314 -1.073 -2.543 -1.305
N 1.2116 1.7943 3.4054 0.637 1.079 1.531
N 3.5587 2.7746 -0.1629 0.578 -0.179 -0.334
C 2.6251 2.1539 0.1976 3.326 1.848 -1.248
H 4.4589 3.1803 -0.5295 -1.924 -0.712 0.817
N -0.4377 -0.5958 4.5163 1.332 0.133 0.111
H -0.6651 -0.6502 5.4954 -0.226 0.182 -0.039
H -1.2240 -0.7485 3.9196 -0.375 0.218 -0.206
H 0.0903 0.2652 4.2912 -0.744 -0.641 0.126
F -1.2815 6.5162 5.6190 0.227 -0.079 -0.670
C -1.1415 5.7483 4.4918 -0.704 0.860 1.871
C -1.5010 4.4292 4.5886 0.108 -1.493 -0.460
F -1.8526 3.8287 5.7484 0.029 0.764 -0.280
C -1.4263 3.6320 3.4610 0.057 -0.201 -0.053
F -1.7615 2.3204 3.5824 0.174 0.618 -0.117
C -0.9184 4.0977 2.2242 -0.077 -0.043 -0.260
O -0.7055 3.2880 1.2241 -0.254 0.966 0.240
C -0.6517 5.4915 2.1793 0.534 -0.583 -0.613
F -0.1025 6.0310 1.0381 -0.594 -0.388 0.793
C -0.7734 6.2948 3.2912 0.285 0.237 -0.734
F -0.5028 7.6051 3.1646 0.018 0.022 0.326
```
Positions in Å, forces in eV/Å.

Total charge: -1

=====

These records have HOMO-LUMO gap values of 8.9114 4.6810 eV, in the order they appear.